1.
{
  "formula": "Cl2HNOS",
  "method": "the ωB97M-V functional and the def2-TZVPD basis",
  "elements": ["Cl", "Cl", "S", "O", "N", "H"],
  "xyz": [[-0.91, -1.29, -0.57], [2.50, 0.15, 0.92], [1.05, 1.04, -0.20], [0.78, 0.28, -1.40], [-1.27, -0.33, 0.73], [-2.15, 0.14, 0.52]],
  "lowdin_charge": [0.60, 0.15, 0.47, -0.73, -0.45, -0.03],
  "e_above_lowest_kcal_mol": 40.9,
  "e_lumo_ev": [-1.140, -1.314],
  "homo_energy_ev": [-9.1, -9.9],
  "homo_lumo_gap_ha": [0.293, 0.316]
}

2.
{
  "formula": "C4H7NS",
  "method": "the ωB97M-V functional and the def2-TZVPD basis",
  "elements": ["S", "N", "C", "C", "C", "C", "H", "H", "H", "H", "H", "H", "H"],
  "xyz": [[-3.31, 0.00, -0.16], [1.66, -0.04, -0.19], [-1.73, 0.00, 0.25], [0.63, 1.06, -0.09], [0.61, -1.05, -0.08], [-0.44, -0.01, -0.50], [0.77, 1.83, -0.81], [0.65, -1.99, -0.65], [0.42, -1.39, 0.97], [0.48, 1.64, 0.88], [-1.44, 0.01, 1.34], [2.28, -0.02, 0.64], [-0.59, -0.06, -1.61]],
  "lowdin_charge": [0.66, -0.04, -0.66, -0.15, -0.21, -0.36, 0.08, 0.11, 0.12, 0.13, 0.07, 0.10, 0.15],
  "e_above_lowest_kcal_mol": 51.5,
  "e_lumo_ev": -0.272,
  "homo_energy_ev": -8.8,
  "homo_lumo_gap_ha": 0.313,
  "smiles": "S=CC1CNC1"
}

3.
{
  "formula": "C5H5N",
  "method": "the ωB97M-V functional and the def2-TZVPD basis",
  "elements": ["N", "C", "C", "C", "C", "C", "H", "H", "H", "H", "H"],
  "xyz": [[-0.57, -1.03, -0.97], [0.97, -0.06, 0.22], [0.07, -1.24, 0.13], [-0.06, 0.77, 0.97], [-0.78, 0.98, -0.15], [0.17, 0.28, -1.08], [2.06, -0.11, 0.40], [0.52, 0.66, -2.05], [-1.82, 1.17, -0.42], [-0.38, 0.51, 1.99], [-0.18, -1.93, 0.94]],
  "lowdin_charge": [0.09, -0.17, -0.17, -0.06, -0.07, -0.23, 0.14, 0.14, 0.11, 0.11, 0.12],
  "e_above_lowest_kcal_mol": 109.3,
  "e_lumo_ev": 0.449,
  "homo_energy_ev": -8.7,
  "homo_lumo_gap_ha": 0.338
}

4.
{
  "formula": "C28H52Cl6O18",
  "method": "the ωB97M-V functional and the def2-TZVPD basis",
  "elements": ["Cl", "Cl", "Cl", "Cl", "Cl", "Cl", "O", "O", "O", "O", "O", "O", "O", "O", "O", "O", "O", "O", "O", "O", "O", "O", "O", "O", "C", "C", "C", "C", "C", "C", "C", "C", "C", "C", "C", "C", "C", "C", "C", "C", "C", "C", "C", "C", "C", "C", "C", "C", "C", "C", "C", "C", "H", "H", "H", "H", "H", "H", "H", "H", "H", "H", "H", "H", "H", "H", "H", "H", "H", "H", "H", "H", "H", "H", "H", "H", "H", "H", "H", "H", "H", "H", "H", "H", "H", "H", "H", "H", "H", "H", "H", "H", "H", "H", "H", "H", "H", "H", "H", "H", "H", "H", "H", "H"],
  "xyz": [[-18.13, -12.06, -4.61], [-25.07, -10.18, -10.45], [-15.78, -11.47, -11.69], [-20.11, -12.15, -7.32], [-25.87, -7.01, -10.08], [-15.50, -10.66, -14.74], [-33.27, -10.90, -17.34], [-18.10, -1.34, -11.67], [-31.20, -11.90, -16.83], [-17.62, -9.54, -23.63], [-26.29, -3.94, -16.87], [-21.10, -5.32, -13.74], [-17.11, -1.88, -9.65], [-16.29, -2.65, -11.52], [-20.66, -5.95, -11.56], [-32.75, -13.16, -17.74], [-23.32, -11.84, -18.26], [-18.17, -7.52, -22.85], [-25.22, -3.29, -18.58], [-23.75, -11.41, -20.54], [-21.36, -7.38, -13.11], [-17.56, -9.06, -21.37], [-26.84, -4.87, -18.95], [-23.30, -9.66, -19.11], [-18.56, -7.03, -21.59], [-17.75, -8.77, -22.70], [-23.40, -10.85, -19.25], [-16.10, -2.77, -12.90], [-17.27, -1.90, -10.97], [-30.54, -10.72, -16.47], [-19.57, -10.60, -6.63], [-17.81, -7.93, -20.55], [-15.92, -4.28, -13.26], [-23.57, -2.36, -20.03], [-21.37, -5.93, -14.97], [-18.15, -1.34, -8.85], [-17.13, -11.55, -12.75], [-25.13, -7.94, -8.88], [-24.09, -10.51, -21.70], [-21.80, -7.33, -14.47], [-24.59, -3.47, -19.88], [-29.10, -10.91, -16.73], [-18.30, -10.73, -5.78], [-32.49, -11.89, -17.26], [-26.24, -4.03, -18.25], [-21.01, -6.21, -12.72], [-23.24, -13.97, -17.26], [-23.79, -13.16, -18.46], [-27.45, -4.55, -16.22], [-16.60, -11.98, -14.12], [-25.54, -9.40, -8.90], [-33.99, -13.35, -18.42], [-23.31, -9.95, -22.22], [-16.85, -7.47, -20.34], [-15.20, -2.22, -13.16], [-23.40, -13.54, -19.40], [-17.53, -10.55, -12.91], [-19.10, -1.65, -9.28], [-30.87, -9.98, -17.21], [-23.04, -2.41, -20.98], [-18.11, -0.25, -8.92], [-18.30, -6.01, -21.31], [-24.88, -13.11, -18.52], [-16.88, -2.48, -13.61], [-27.70, -3.92, -15.37], [-24.93, -9.87, -21.44], [-19.63, -7.21, -21.46], [-24.52, -11.25, -22.37], [-28.37, -4.70, -16.80], [-20.52, -6.01, -15.64], [-22.16, -13.89, -17.32], [-24.12, -4.44, -19.70], [-26.63, -9.49, -8.87], [-30.64, -10.44, -15.42], [-23.61, -13.44, -16.39], [-18.10, -9.82, -5.20], [-15.98, -12.86, -13.96], [-18.47, -7.94, -19.68], [-17.84, -12.26, -12.33], [-34.09, -12.68, -19.27], [-28.91, -11.24, -17.75], [-25.38, -7.53, -7.90], [-22.28, -5.41, -15.29], [-24.04, -1.38, -19.93], [-25.30, -3.44, -20.70], [-34.00, -14.38, -18.79], [-28.53, -10.01, -16.50], [-23.48, -15.04, -17.23], [-21.36, -8.12, -15.09], [-19.57, -9.94, -7.49], [-18.20, -1.64, -7.80], [-16.79, -4.89, -13.03], [-22.88, -2.44, -19.19], [-27.14, -5.54, -15.90], [-24.05, -7.87, -8.98], [-20.25, -10.08, -5.95], [-15.80, -4.32, -14.34], [-22.89, -7.37, -14.48], [-34.86, -13.21, -17.78], [-15.07, -4.79, -12.80], [-24.97, -9.98, -8.17], [-28.68, -11.64, -16.04], [-17.34, -12.15, -14.90], [-17.37, -10.76, -6.35]],
  "lowdin_charge": [0.53, 0.51, 0.59, 0.53, 0.62, 0.48, 0.07, 0.11, 0.02, 0.15, -0.02, 0.05, 0.01, 0.02, 0.11, -0.02, -0.01, 0.08, 0.02, -0.09, 0.10, 0.05, 0.08, 0.12, -0.14, -0.54, -0.45, -0.22, -0.56, -0.25, -0.64, -0.12, -0.06, -0.07, -0.11, -0.04, -0.71, -0.77, -0.01, -0.09, -0.19, -0.09, -0.68, -0.47, -0.55, -0.58, -0.05, -0.23, -0.03, -0.62, -0.63, -0.06, 0.09, 0.13, 0.12, 0.12, 0.06, 0.10, 0.13, 0.08, 0.10, 0.13, 0.12, 0.12, 0.09, 0.09, 0.13, 0.08, 0.09, 0.13, 0.08, 0.13, 0.07, 0.13, 0.08, 0.06, 0.06, 0.13, 0.08, 0.09, 0.09, 0.08, 0.13, 0.08, 0.13, 0.09, 0.08, 0.08, 0.13, 0.07, 0.09, 0.07, 0.08, 0.09, 0.07, 0.07, 0.07, 0.13, 0.09, 0.07, 0.07, 0.08, 0.07, 0.06],
  "e_above_lowest_kcal_mol": 78.2,
  "e_lumo_ev": -0.253,
  "homo_energy_ev": -10.6,
  "homo_lumo_gap_ha": 0.380,
  "smiles": "CCOC(=O)OC.CCOC(=O)OC.CCOC(=O)OC.CCOC(=O)OC.O=C1OCCO1.O=C1OCCO1.ClCCCl.ClCCCl.ClCCCl"
}

5.
{
  "formula": "C2H3ClS",
  "method": "the ωB97M-V functional and the def2-TZVPD basis",
  "elements": ["Cl", "S", "C", "C", "H", "H", "H"],
  "xyz": [[2.53, -1.36, 0.29], [2.64, 1.49, -0.28], [1.70, 0.16, -0.10], [0.20, -0.05, -0.03], [-0.29, -0.01, -0.99], [-0.25, 0.66, 0.64], [0.10, -1.00, 0.52]],
  "lowdin_charge": [0.55, 0.65, -1.22, -0.18, 0.08, 0.07, 0.05],
  "e_above_lowest_kcal_mol": 0.0,
  "e_lumo_ev": -0.574,
  "homo_energy_ev": -9.2,
  "homo_lumo_gap_ha": 0.317,
  "smiles": "CC(=S)Cl"
}

6.
{
  "formula": "C29H29N9Ru",
  "method": "the ωB97M-V functional and the def2-TZVPD basis",
  "elements": ["Ru", "N", "N", "N", "N", "N", "N", "N", "N", "N", "C", "C", "C", "C", "C", "C", "C", "C", "C", "C", "C", "C", "C", "C", "C", "C", "C", "C", "C", "C", "C", "C", "C", "C", "C", "C", "C", "C", "C", "H", "H", "H", "H", "H", "H", "H", "H", "H", "H", "H", "H", "H", "H", "H", "H", "H", "H", "H", "H", "H", "H", "H", "H", "H", "H", "H", "H", "H"],
  "xyz": [[0.64, 0.85, -0.99], [1.12, 2.65, -0.20], [-4.87, -3.38, 3.73], [-0.81, 0.06, 0.36], [2.01, 1.41, -2.41], [-3.55, -3.17, 2.04], [2.26, 0.22, 0.17], [-2.28, -1.47, 0.90], [-0.81, 1.99, -1.97], [-4.67, -2.76, 2.60], [-2.42, 3.91, -3.16], [-1.49, 1.71, -3.09], [-1.70, 4.20, -2.00], [4.21, -1.03, 0.75], [-1.29, -1.13, 0.05], [-0.81, -1.91, -1.13], [-0.91, 3.22, -1.43], [-3.84, -4.23, 3.91], [3.04, -0.86, 0.03], [-1.60, -5.83, 3.85], [1.68, 2.34, 1.15], [-1.82, -4.91, 2.77], [-0.15, 3.43, -0.15], [-2.95, -4.12, 2.84], [2.14, 3.39, -1.04], [-2.31, 2.64, -3.71], [-2.45, -0.43, 1.78], [2.62, 2.58, -2.21], [-3.21, -2.59, 0.76], [-3.61, -5.14, 4.98], [3.62, 3.04, -3.05], [-2.46, -5.94, 4.91], [-1.53, 0.50, 1.45], [2.63, 1.18, 1.04], [3.79, 1.09, 1.79], [2.37, 0.66, -3.46], [3.99, 2.26, -4.14], [4.59, -0.04, 1.65], [3.35, 1.04, -4.35], [-2.85, 2.37, -4.60], [-3.21, -0.44, 2.55], [-4.14, -2.24, 0.33], [1.68, 4.31, -1.41], [-0.44, -2.90, -0.86], [4.77, 2.59, -4.81], [5.50, -0.14, 2.22], [-0.72, -6.46, 3.81], [4.81, -1.92, 0.61], [-1.37, 0.72, -3.49], [-1.59, -2.03, -1.88], [1.84, -0.28, -3.58], [-1.12, -4.86, 1.94], [0.84, 2.05, 1.78], [4.06, 1.88, 2.47], [-1.76, 5.19, -1.55], [-0.74, 3.04, 0.68], [-2.25, -6.65, 5.70], [-2.77, -3.34, 0.10], [0.04, 4.48, 0.05], [-4.31, -5.22, 5.80], [2.97, 3.69, -0.41], [-3.04, 4.66, -3.62], [4.10, 3.99, -2.87], [3.60, 0.41, -5.18], [2.72, -1.60, -0.70], [0.03, -1.39, -1.61], [2.15, 3.22, 1.59], [-1.34, 1.44, 1.94]],
  "lowdin_charge": [1.10, -0.25, 0.17, -0.02, -0.05, -0.02, -0.03, 0.00, -0.04, 0.13, -0.01, -0.09, 0.02, -0.02, -0.33, 0.02, -0.24, -0.19, -0.10, 0.03, -0.09, 0.12, -0.09, -0.13, -0.05, -0.02, -0.01, -0.23, -0.02, 0.15, 0.02, 0.01, -0.08, -0.24, 0.02, -0.10, 0.00, -0.01, -0.02, 0.13, 0.13, 0.16, 0.14, 0.10, 0.13, 0.13, 0.14, 0.12, 0.12, 0.10, 0.11, 0.14, 0.12, 0.13, 0.13, 0.11, 0.14, 0.15, 0.15, 0.15, 0.15, 0.13, 0.14, 0.13, 0.11, 0.05, 0.15, 0.10],
  "e_above_lowest_kcal_mol": 0.0,
  "multiplicity": 2,
  "total_charge": 3,
  "e_lumo_ev": [-8.724, -12.036],
  "s2": 0.772,
  "homo_energy_ev": [-15.6, -15.6],
  "homo_lumo_gap_ha": [0.253, 0.131]
}

7.
{
  "formula": "C48H39AuN6PS4Sb",
  "method": "the ωB97M-V functional and the def2-TZVPD basis",
  "elements": ["Au", "Sb", "S", "S", "S", "S", "P", "N", "N", "N", "N", "N", "N", "C", "C", "C", "C", "C", "C", "C", "C", "C", "C", "C", "C", "C", "C", "C", "C", "C", "C", "C", "C", "C", "C", "C", "C", "C", "C", "C", "C", "C", "C", "C", "C", "C", "C", "C", "C", "C", "C", "C", "C", "C", "C", "C", "C", "C", "C", "C", "C", "H", "H", "H", "H", "H", "H", "H", "H", "H", "H", "H", "H", "H", "H", "H", "H", "H", "H", "H", "H", "H", "H", "H", "H", "H", "H", "H", "H", "H", "H", "H", "H", "H", "H", "H", "H", "H", "H", "H"],
  "xyz": [[-7.99, -20.77, -2.90], [-11.31, -19.41, -2.32], [-10.79, -20.75, -0.16], [-8.90, -18.53, -3.00], [-8.84, -20.87, -0.51], [-11.76, -21.11, -3.79], [-4.69, -21.16, -3.54], [-6.97, -22.49, -2.61], [-5.30, -21.31, -6.34], [-7.00, -20.67, -4.97], [-5.12, -23.50, -1.93], [-6.08, -19.12, -2.29], [-3.89, -18.60, -2.30], [-10.95, -19.56, -6.96], [-4.90, -26.90, 0.96], [-3.73, -24.02, -2.04], [-9.13, -15.53, -0.27], [-2.77, -16.27, -0.47], [-2.49, -18.62, -2.75], [-6.45, -21.25, -7.16], [-6.21, -24.26, -1.40], [-3.89, -16.23, -1.34], [-9.64, -19.60, -6.46], [-11.41, -24.37, -0.79], [-3.79, -13.79, -1.33], [-7.86, -15.51, 0.38], [-5.74, -27.97, 0.63], [-8.42, -17.64, -1.39], [-6.83, -16.27, -0.11], [-5.93, -17.87, -1.73], [-6.45, -21.54, -8.61], [-9.75, -23.51, -2.35], [-7.13, -20.76, -10.81], [-4.42, -14.96, -1.75], [-6.31, -21.71, -11.39], [-9.45, -21.89, -7.27], [-2.64, -13.85, -0.54], [-10.78, -21.84, -7.69], [-7.04, -17.22, -1.14], [-6.94, -26.58, -0.96], [-5.61, -22.66, -10.61], [-8.74, -23.82, -1.41], [-5.61, -22.45, -2.66], [-2.13, -15.09, -0.10], [-7.36, -23.57, -1.78], [-5.09, -25.64, 0.37], [-6.06, -25.51, -0.65], [-8.89, -20.77, -6.64], [-10.41, -24.72, 0.07], [-6.78, -27.79, -0.29], [-3.91, -21.54, -6.76], [-7.26, -20.70, -9.42], [-11.06, -23.75, -1.99], [-4.87, -19.54, -2.66], [-9.37, -16.50, -1.19], [-5.67, -20.99, -5.04], [-9.08, -24.42, -0.19], [-5.71, -22.60, -9.23], [-4.55, -17.47, -1.77], [-7.48, -20.84, -6.30], [-11.51, -20.66, -7.59], [-3.27, -23.71, -3.00], [-3.76, -21.11, -7.77], [-7.94, -20.03, -8.92], [-11.52, -18.65, -6.79], [-3.76, -25.13, -2.01], [-3.11, -23.65, -1.19], [-2.43, -19.18, -3.70], [-12.43, -24.63, -0.57], [-5.01, -23.40, -11.11], [-8.67, -18.46, -0.66], [-10.62, -25.22, 0.99], [-5.31, -14.93, -2.37], [-8.86, -22.77, -7.44], [-4.54, -24.78, 0.72], [-2.12, -17.59, -2.92], [-12.53, -20.61, -7.95], [-9.89, -14.81, 0.02], [-7.70, -20.06, -11.43], [-1.82, -19.05, -1.99], [-9.21, -18.75, -5.91], [-5.64, -28.94, 1.12], [-8.28, -24.59, 0.53], [-3.21, -21.13, -6.03], [-7.71, -26.44, -1.70], [-6.18, -21.74, -12.47], [-7.72, -14.92, 1.29], [-1.25, -15.14, 0.52], [-2.09, -12.94, -0.29], [-3.70, -22.64, -6.86], [-5.83, -16.19, 0.33], [-10.25, -16.46, -1.83], [-5.24, -23.32, -8.58], [-11.86, -23.41, -2.64], [-11.23, -22.73, -8.10], [-4.11, -27.03, 1.68], [-7.41, -28.62, -0.57], [-2.44, -17.21, -0.06], [-9.49, -23.10, -3.33], [-4.16, -12.81, -1.62]],
  "lowdin_charge": [0.60, 0.47, -0.13, 0.39, -0.01, -0.17, 1.11, -0.05, -0.06, 0.04, -0.05, 0.05, -0.06, -0.10, -0.07, -0.03, -0.09, -0.04, -0.03, -0.08, -0.08, -0.18, -0.06, -0.09, -0.07, -0.08, -0.08, -0.58, -0.05, -0.18, -0.15, -0.10, -0.07, -0.02, -0.09, -0.03, -0.08, -0.07, -0.17, -0.02, -0.08, -0.27, -0.42, -0.08, -0.17, -0.03, -0.18, -0.22, -0.09, -0.07, -0.03, -0.01, -0.15, -0.40, -0.12, -0.43, -0.06, -0.04, -0.08, -0.16, -0.10, 0.07, 0.10, 0.11, 0.11, 0.10, 0.09, 0.07, 0.10, 0.10, 0.03, 0.10, 0.12, 0.11, 0.11, 0.09, 0.10, 0.10, 0.11, 0.09, 0.09, 0.10, 0.12, 0.06, 0.12, 0.10, 0.10, 0.10, 0.10, 0.10, 0.12, 0.07, 0.10, 0.03, 0.10, 0.10, 0.10, 0.11, 0.08, 0.10],
  "multiplicity": 3,
  "e_lumo_ev": [-0.065, -0.523],
  "s2": 2.067,
  "homo_energy_ev": [-5.8, -5.8],
  "homo_lumo_gap_ha": [0.211, 0.196]
}

8.
{
  "formula": "C2H3IN",
  "method": "the ωB97M-V functional and the def2-TZVPD basis",
  "elements": ["I", "N", "C", "C", "H", "H", "H"],
  "xyz": [[-1.87, -0.23, -2.45], [-0.01, 0.28, 1.87], [-0.53, -0.35, -1.03], [1.00, 0.77, 1.58], [0.19, -1.65, -1.15], [-0.83, 0.29, 0.00], [2.05, 0.89, 1.18]],
  "lowdin_charge": [1.21, 0.05, -0.56, -0.06, 0.22, 0.03, 0.11],
  "e_above_lowest_kcal_mol": 100.0,
  "total_charge": 1,
  "e_lumo_ev": -7.929,
  "homo_energy_ev": -15.7,
  "homo_lumo_gap_ha": 0.287
}